46
Properties=species:S:1:pos:R:3:forces:R:3:mulliken_charge:R:1 method="wB97M-V/def2-TZVPD" charge=+2 spin_multiplicity=1 homo_lumo_gap_ev="7.09 / 6.93"
Co 1.323 0.317 -0.075 -0.46 0.15 0.02 -0.525
C 1.479 1.015 4.097 -0.04 -0.02 0.06 -0.920
C 0.594 0.051 4.555 0.01 0.01 0.01 -0.909
C -0.059 -0.770 3.652 0.01 0.04 -0.05 -0.659
C 0.197 -0.632 2.288 -0.02 -0.01 -0.24 0.598
C 1.126 0.300 1.831 0.26 -0.18 0.43 0.712
C 1.752 1.145 2.737 0.00 0.10 -0.14 -0.096
C -0.449 -1.406 1.230 -0.09 0.02 0.08 1.335
C -1.465 -2.341 1.489 0.04 0.01 -0.05 -1.275
C -2.026 -3.021 0.451 0.09 0.07 -0.01 -0.889
C -1.542 -2.820 -0.858 -0.06 -0.01 0.07 1.367
C -2.059 -3.570 -1.937 0.01 -0.01 -0.08 -0.832
C -1.543 -3.432 -3.195 -0.04 -0.01 0.11 -0.705
C -0.474 -2.544 -3.395 0.04 0.04 0.01 -0.846
C 0.035 -1.789 -2.369 0.09 0.00 -0.09 -0.635
C -0.500 -1.883 -1.074 -0.02 -0.04 -0.05 0.359
N -0.016 -1.133 -0.008 0.02 0.03 0.07 0.469
H 1.974 1.670 4.801 0.01 0.01 -0.01 0.457
H 0.407 -0.055 5.614 0.00 0.00 0.01 0.435
H -0.756 -1.511 4.016 -0.02 -0.01 -0.01 0.452
H 2.453 1.910 2.434 0.02 -0.05 -0.01 0.423
H -1.792 -2.499 2.504 -0.01 -0.02 0.01 0.417
H -2.821 -3.737 0.619 -0.01 0.00 0.01 0.477
H -2.861 -4.268 -1.736 -0.01 -0.01 -0.02 0.432
H -1.931 -4.012 -4.019 -0.01 -0.01 0.00 0.429
H -0.030 -2.457 -4.378 0.00 0.00 -0.01 0.454
H 0.869 -1.139 -2.567 -0.05 -0.04 0.03 0.212
C -2.422 3.774 -0.417 -0.02 0.01 0.01 -1.277
C -1.446 3.267 -1.407 0.05 0.00 -0.05 0.860
N -1.386 3.564 -2.660 -0.12 0.10 0.03 -0.687
N -0.329 2.864 -3.162 0.11 -0.06 0.07 0.226
C 0.291 2.123 -2.251 -0.09 -0.01 0.09 0.369
S 1.633 1.108 -2.340 0.05 0.07 0.07 -0.436
N -0.421 2.368 -1.118 -0.03 0.00 -0.11 0.178
N -0.063 1.776 0.102 0.20 -0.17 -0.13 -0.587
H -3.114 4.439 -0.927 0.01 0.00 0.00 0.360
H -1.924 4.337 0.375 0.00 -0.01 0.00 0.324
H -2.993 2.959 0.031 0.00 0.00 0.01 0.347
H -0.083 2.960 -4.137 0.00 -0.02 0.02 0.188
H 0.302 2.484 0.745 -0.03 0.02 -0.04 0.450
H -0.892 1.372 0.542 0.06 -0.05 -0.05 0.442
Cl 2.980 -1.323 -0.132 -0.07 0.03 0.01 0.053
C 4.370 -0.193 -0.028 0.04 -0.01 0.01 -0.338
Cl 3.725 1.436 0.227 0.07 0.09 -0.05 -0.006
H 4.906 -0.225 -0.970 0.00 -0.01 0.02 0.401
H 4.977 -0.481 0.823 0.00 -0.01 -0.02 0.397

47
Properties=species:S:1:pos:R:3:forces:R:3:mulliken_charge:R:1 method="wB97M-V/def2-TZVPD" spin_multiplicity=1 homo_lumo_gap_ev=8.44 smiles="CNC(=O)c1ccccc1Nc1nc(Nc2cc(C)c(Cl)cc2OC)nnc1Cl"
C -4.960 -4.831 0.515 1.56 0.23 -1.25 -0.847
N -3.718 -4.429 -0.205 -0.75 -0.81 2.76 -0.249
C -2.749 -3.764 0.437 -1.64 0.99 1.57 0.445
O -2.870 -3.464 1.626 -0.13 -0.46 0.28 -0.680
C -1.650 -3.236 -0.307 4.01 0.14 -2.99 0.290
C -0.948 -4.105 -1.231 -2.66 -0.25 1.57 -0.360
C 0.137 -3.709 -1.953 -0.36 -0.97 -0.55 -0.912
C 0.547 -2.406 -1.892 0.50 1.89 1.35 -0.263
C -0.008 -1.478 -0.971 0.07 -1.19 -0.36 -0.491
C -1.079 -1.924 -0.144 -0.65 1.10 0.14 0.471
N -1.773 -1.044 0.766 0.87 0.49 1.16 -0.190
C -1.270 0.060 1.571 -0.86 -2.39 -0.19 0.528
N -0.654 1.041 0.976 0.10 0.48 -0.05 -0.135
C -0.381 2.127 1.727 0.91 -0.85 -1.68 0.328
N 0.378 3.181 1.178 -0.70 -0.76 0.12 -0.268
C 1.320 3.295 0.102 0.13 -0.79 0.95 -0.366
C 1.080 2.800 -1.167 2.59 0.20 0.12 -0.510
C 2.129 2.787 -2.131 -2.41 -1.79 -1.01 0.294
C 1.842 2.069 -3.477 -1.50 -1.45 1.32 -1.606
C 3.312 3.370 -1.848 1.85 1.47 0.49 0.989
Cl 4.538 3.640 -3.093 -0.33 -0.39 0.23 -0.239
C 3.604 3.931 -0.596 -0.47 0.72 1.42 -0.618
C 2.602 3.843 0.416 0.20 0.43 -1.37 0.775
O 2.820 4.360 1.685 0.05 -0.30 -1.12 -0.550
C 3.321 3.362 2.545 0.68 -1.09 1.06 -0.747
N -0.740 2.270 2.987 0.32 0.62 0.75 -0.376
N -1.254 1.255 3.670 -0.64 -2.33 -1.30 -0.540
C -1.497 0.097 3.021 -0.21 0.78 -0.21 0.145
Cl -2.199 -1.362 3.904 1.04 2.28 -1.12 -0.133
H -4.687 -5.648 1.157 -0.22 -0.18 0.60 0.271
H -5.255 -3.943 1.048 -0.67 -0.06 0.43 0.290
H -5.671 -5.195 -0.233 0.00 0.33 0.25 0.338
H -3.730 -4.427 -1.152 0.12 -0.07 -3.26 0.245
H -1.363 -5.148 -1.377 0.64 1.29 0.35 0.316
H 0.531 -4.506 -2.568 0.58 0.49 -0.35 0.365
H 1.394 -2.011 -2.437 0.02 -0.34 -0.32 0.392
H 0.488 -0.480 -0.942 -1.02 -0.85 0.35 0.310
H -2.440 -1.612 1.287 0.27 0.16 0.32 0.258
H 0.637 3.698 1.974 0.52 1.32 0.75 0.320
H 0.216 2.255 -1.380 -1.40 -0.47 -0.25 0.472
H 2.163 0.986 -3.605 0.45 1.41 0.58 0.239
H 2.200 2.650 -4.275 0.52 0.57 -1.18 0.482
H 0.738 1.916 -3.606 0.76 0.65 0.18 0.349
H 4.574 4.510 -0.400 -1.62 -1.15 -0.27 0.323
H 3.876 2.540 2.015 -0.07 1.09 0.28 0.317
H 2.515 2.824 3.052 -0.22 0.17 0.09 0.232
H 3.935 3.853 3.330 -0.23 -0.37 -0.65 0.291

46
Properties=species:S:1:pos:R:3:forces:R:3:mulliken_charge:R:1 method="wB97M-V/def2-TZVPD" charge=-1 spin_multiplicity=1 homo_lumo_gap_ev="6.78 / 4.16"
C 0.456 -0.065 2.147 0.14 0.15 -0.28 -0.286
C 1.333 -1.083 1.675 0.51 0.42 -0.13 -0.489
C 2.550 -0.459 1.264 -0.75 0.09 0.15 -0.723
H 1.109 -2.147 1.670 0.05 0.32 0.06 0.348
C 2.409 0.951 1.469 -0.46 -0.09 -0.01 -0.179
C 1.107 1.194 2.004 0.45 -0.36 -0.32 -1.063
H 0.691 2.159 2.293 0.19 -0.26 -0.04 0.350
H -0.526 -0.237 2.570 0.24 -0.04 -0.01 0.588
H 3.443 -0.971 0.896 -0.34 0.22 0.11 0.341
H 3.184 1.701 1.295 -0.32 -0.26 0.00 0.386
C -1.899 -0.881 -2.044 0.09 -1.57 1.82 -0.861
C -1.969 -1.306 -0.685 0.21 -0.69 -2.79 0.089
C -2.241 -0.166 0.121 -0.58 1.57 0.02 -0.002
H -1.888 -2.327 -0.327 0.03 0.22 0.04 0.218
C -2.333 0.974 -0.729 0.11 -0.23 -0.39 -1.120
C -2.131 0.529 -2.074 -0.54 0.95 1.08 -0.183
H -2.202 1.146 -2.972 0.10 -0.21 0.38 0.400
H -1.737 -1.532 -2.906 -0.04 0.32 0.37 0.392
H -2.403 -0.182 1.194 0.03 -0.10 -0.25 0.519
H -2.578 1.988 -0.412 0.13 -0.38 -0.15 0.390
Sr 0.486 0.267 -0.706 0.76 -0.02 0.68 2.030
O 1.850 0.611 -2.397 0.12 0.96 -0.03 -0.992
C 3.163 0.784 -2.843 -0.55 -0.84 0.07 -0.840
C 3.754 2.159 -2.973 -0.58 -0.50 0.81 -0.585
H 3.810 0.245 -2.123 0.20 -0.10 -0.60 0.195
H 3.167 0.331 -3.847 0.75 -0.20 0.10 0.373
H 4.361 2.483 -2.131 0.06 0.27 -0.25 0.320
H 5.115 4.391 -3.537 -0.17 -0.07 -0.35 0.310
C 4.448 4.077 -4.346 -0.21 -0.46 -0.01 -0.563
C 3.607 2.933 -4.111 -0.13 0.93 -1.26 0.896
C 2.663 2.596 -5.157 0.54 -0.13 0.40 -0.325
H 1.958 1.777 -4.971 0.27 0.40 -0.10 0.255
C 2.686 3.262 -6.372 0.05 0.03 0.19 -0.443
H 1.970 2.988 -7.147 0.19 0.04 0.15 0.349
C 3.610 4.290 -6.611 -0.08 0.06 0.22 -0.413
H 3.630 4.800 -7.573 0.00 -0.13 0.19 0.340
C 4.471 4.702 -5.582 -0.15 0.00 0.16 -0.391
H 5.153 5.535 -5.746 -0.13 -0.17 -0.01 0.337
F -4.598 -3.776 3.323 0.32 0.61 -0.11 -0.244
C -3.684 -2.844 2.978 0.47 -0.05 -0.20 0.627
F -4.208 -2.086 1.974 -0.01 -0.30 0.63 -0.242
F -3.476 -2.029 4.042 -0.37 -0.40 -0.54 -0.246
S -2.072 -3.609 2.403 0.27 0.35 0.02 0.980
O -1.599 -4.307 3.585 -0.30 0.24 -0.62 -0.662
O -2.486 -4.424 1.269 0.11 0.27 0.47 -0.681
O -1.297 -2.419 2.025 -0.72 -0.85 0.34 -0.501

48
Properties=species:S:1:pos:R:3:forces:R:3:mulliken_charge:R:1 method="wB97M-V/def2-TZVPD" spin_multiplicity=1 homo_lumo_gap_ev=8.27 smiles="COc1ccc(/C=N/NC(=O)c2cccc(OC(F)(F)C(F)F)c2)c(OC)c1OC"
C -6.606 -2.996 0.392 -0.07 -0.26 0.04 -0.983
O -6.180 -1.679 0.136 0.28 0.44 0.00 -0.423
C -4.846 -1.410 0.145 0.15 0.06 0.01 0.972
C -3.859 -2.369 0.331 -0.39 -0.12 -0.01 -0.774
C -2.535 -1.988 0.343 0.11 0.44 -0.04 -1.078
C -2.150 -0.661 0.185 -0.72 0.05 -0.06 0.226
C -0.736 -0.367 0.224 0.84 -0.18 0.07 -0.181
N -0.278 0.816 0.079 -0.28 0.06 -0.01 -0.739
N 1.049 1.094 0.124 0.38 0.24 0.02 0.098
C 2.136 0.287 0.263 0.00 0.11 0.01 0.494
O 2.107 -0.926 0.356 -0.16 -0.14 -0.05 -0.654
C 3.437 1.032 0.284 0.33 0.10 0.12 0.253
C 3.599 2.276 0.880 -0.13 -0.15 -0.10 -0.670
C 4.851 2.871 0.898 0.11 -0.01 -0.06 -0.784
C 5.943 2.229 0.345 0.03 -0.20 -0.10 -0.551
C 5.779 0.976 -0.231 -0.07 0.05 0.01 0.011
O 6.927 0.404 -0.783 -0.30 0.61 0.04 -0.428
C 7.080 -0.931 -0.815 0.23 -0.96 -0.08 0.643
F 8.348 -1.169 -1.184 0.03 0.23 0.19 -0.311
F 6.313 -1.519 -1.784 -0.16 0.15 0.18 -0.310
C 6.777 -1.672 0.525 -0.55 0.02 -0.02 0.389
F 7.538 -2.772 0.617 0.13 -0.26 -0.20 -0.264
F 7.093 -0.871 1.561 0.11 0.26 0.16 -0.263
C 4.533 0.379 -0.274 0.00 -0.05 -0.09 0.187
C -3.147 0.330 -0.012 -0.05 -0.31 0.06 -0.080
O -2.678 1.583 -0.141 -0.33 -0.30 -0.03 -0.407
C -3.523 2.702 -0.296 -0.23 0.42 0.03 -0.780
C -4.492 -0.060 -0.046 -0.35 0.18 -0.16 0.977
O -5.493 0.884 -0.215 0.40 -0.41 0.40 -0.545
C -6.248 0.767 -1.405 -0.14 0.00 -0.30 -0.744
H -6.270 -3.342 1.373 0.00 0.01 -0.04 0.373
H -7.695 -2.958 0.376 0.08 -0.05 0.01 0.252
H -6.258 -3.689 -0.380 0.00 0.03 0.05 0.376
H -4.115 -3.406 0.472 -0.06 -0.09 0.01 0.405
H -1.772 -2.738 0.486 0.11 -0.06 0.02 0.378
H -0.096 -1.232 0.385 0.10 0.13 -0.01 0.583
H 1.211 2.083 -0.016 0.05 -0.35 0.01 0.371
H 2.766 2.772 1.355 -0.08 0.04 0.05 0.510
H 4.980 3.837 1.360 0.02 0.08 0.05 0.390
H 6.925 2.673 0.358 0.14 0.06 0.02 0.480
H 5.719 -1.962 0.606 0.28 0.11 -0.09 0.261
H 4.368 -0.580 -0.741 0.04 -0.06 -0.02 0.668
H -4.260 2.772 0.505 0.10 0.03 -0.09 0.283
H -2.852 3.561 -0.257 -0.04 -0.05 -0.02 0.294
H -4.037 2.695 -1.260 0.02 -0.01 0.07 0.254
H -5.600 0.809 -2.289 -0.01 0.03 0.06 0.308
H -6.829 -0.157 -1.429 0.05 0.09 0.00 0.277
H -6.924 1.621 -1.408 0.00 -0.03 -0.08 0.259